Record 1
A structure of composition C26H38As3IrN3O3. Source: OMol25; level of theory: ωB97M-V/def2-TZVPD.

The calculation puts the LUMO energy (alpha / beta) at -4.863 / -4.864 eV. As for the molar mass: 857.591 g mol⁻¹. The energy is -223539.3877 eV. Its net charge is +1. Its HOMO energy (alpha / beta) is -10.454 / -10.454 eV.

Each line ends with the Löwdin charge.
Atoms and positions in Å:
Ir1 -0.521 1.525 0.159  1.156
O1 1.479 4.346 2.679  0.096
C1 0.740 3.548 2.139  -0.624
O2 0.803 3.164 0.929  -0.149
C2 -0.363 2.894 2.988  -0.190
C3 -0.581 3.337 4.286  0.030
C4 -1.555 2.714 5.044  -0.016
C5 -2.299 1.699 4.458  -0.026
C6 -2.015 1.321 3.156  -0.107
N1 -1.058 1.900 2.443  0.006
H1 0.021 4.153 4.655  0.131
H2 -1.725 3.006 6.069  0.121
H3 -3.096 1.210 4.995  0.116
H4 -2.557 0.524 2.665  0.120
C7 1.198 -2.191 -3.590  -0.308
As1 0.441 -0.942 -2.230  1.122
C8 -1.318 -0.795 -3.092  -0.298
C9 -0.214 -2.170 -0.810  -0.369
C10 0.803 -2.730 0.199  -0.693
C11 0.066 -2.996 1.512  -0.048
C12 1.925 -1.728 0.425  -0.344
As2 1.425 0.126 0.929  1.113
C13 1.774 0.118 2.858  -0.236
C14 3.104 0.932 0.378  -0.254
C15 1.389 -4.030 -0.382  -0.360
As3 3.039 -4.978 0.284  1.147
C16 4.514 -3.683 0.009  -0.347
C17 2.947 -4.892 2.254  -0.352
H5 0.607 -3.101 -3.679  0.029
H6 2.232 -2.461 -3.374  0.009
H7 1.181 -1.670 -4.550  0.022
H8 -1.687 -1.790 -3.340  0.036
H9 -1.275 -0.203 -4.006  0.028
H10 -2.017 -0.322 -2.410  -0.001
H11 -0.770 -2.995 -1.267  0.090
H12 -0.936 -1.543 -0.264  0.052
H13 -0.320 -2.052 1.909  0.067
H14 0.718 -3.449 2.254  0.065
H15 -0.776 -3.662 1.340  0.097
H16 2.500 -1.639 -0.505  0.058
H17 2.587 -2.086 1.219  0.060
H18 2.656 -0.490 3.072  0.048
H19 0.933 -0.269 3.431  0.030
H20 1.971 1.142 3.178  0.035
H21 3.932 0.418 0.877  0.050
H22 3.114 1.984 0.656  0.033
H23 3.227 0.855 -0.702  0.030
H24 1.619 -3.868 -1.440  0.044
H25 0.617 -4.805 -0.349  0.070
H26 4.438 -3.204 -0.964  0.012
H27 5.451 -4.237 0.030  0.016
H28 4.562 -2.921 0.784  0.005
H29 2.058 -5.405 2.614  0.017
H30 2.965 -3.875 2.641  0.002
H31 3.816 -5.419 2.645  0.019
O3 -2.568 1.048 -0.435  -0.221
C18 -3.354 1.866 -1.038  -0.386
C19 -4.683 2.040 -0.563  -0.007
C20 -5.580 2.861 -1.195  -0.070
C21 -5.210 3.533 -2.360  -0.079
C22 -3.932 3.385 -2.863  -0.037
C23 -2.978 2.596 -2.220  -0.097
C24 -1.619 2.569 -2.701  -0.275
N2 -0.543 2.233 -2.000  -0.031
C25 0.539 2.428 -2.794  -0.165
C26 0.125 2.885 -4.012  -0.054
N3 -1.232 2.968 -3.940  0.136
H32 -4.962 1.485 0.321  0.113
H33 -6.570 2.993 -0.787  0.111
H34 -5.908 4.183 -2.864  0.106
H35 -3.661 3.937 -3.752  0.107
H36 1.532 2.263 -2.423  0.098
H37 0.671 3.144 -4.895  0.122
H38 -1.838 3.269 -4.688  0.165

***

Record 2
A structure of composition C26H38FIN2NaO2. Source: OMol25; level of theory: ωB97M-V/def2-TZVPD.

The value obtained for the energy above the lowest of the compared OMol25 structures with the same formula, charge and spin is 0.0 kcal per mole. The calculation puts the LUMO energy at -4.760 eV. As for the molar mass: 579.494 g mol⁻¹. The energy is -49881.2933 eV. Its net charge is +1. Its HOMO energy is -10.904 eV.

Each line ends with the Löwdin charge.
Atoms and positions in Å:
C1 2.226 6.611 -4.023  -0.097
C2 1.843 5.122 -3.783  -0.258
C3 0.676 4.622 -4.659  -0.216
C4 -0.660 5.377 -4.408  -0.216
C5 -1.150 5.280 -2.942  -0.198
C6 -1.705 3.862 -2.589  -0.210
C7 -0.969 3.269 -1.346  -0.181
C8 -1.512 1.857 -1.021  -0.182
C9 -2.014 1.668 0.456  -0.114
C10 -1.427 0.446 1.174  -0.203
N1 -0.699 0.700 2.236  0.192
C11 -0.210 -0.406 2.866  -0.198
C12 0.581 -0.227 4.031  -0.091
C13 1.118 -1.272 4.716  -0.604
I1 2.263 -0.894 6.467  0.921
C14 0.891 -2.610 4.211  -0.260
C15 1.452 -3.838 4.913  -0.175
C16 2.259 -4.814 3.993  -0.170
C17 3.003 -4.139 2.823  -0.167
C18 4.102 -5.078 2.265  -0.190
O1 3.550 -6.321 1.819  -0.009
C19 2.737 -6.214 0.718  -0.503
C20 3.092 -5.341 -0.496  0.015
O2 1.719 -6.864 0.692  0.107
C21 0.135 -2.783 3.091  0.023
C22 -0.456 -1.700 2.380  -0.181
N2 -1.216 -1.998 1.285  0.216
C23 -1.683 -0.906 0.734  -0.150
C24 -2.554 -1.103 -0.531  -0.235
F1 -2.604 -2.467 -0.801  -0.006
C25 -4.027 -0.649 -0.336  -0.215
C26 -5.025 -1.850 -0.250  -0.051
H1 1.435 7.195 -4.511  0.061
H2 3.102 6.664 -4.689  0.073
H3 2.515 7.079 -3.074  0.071
H4 2.729 4.506 -4.011  0.104
H5 1.632 4.977 -2.712  0.083
H6 0.919 4.723 -5.730  0.115
H7 0.505 3.543 -4.484  0.099
H8 -0.529 6.436 -4.683  0.097
H9 -1.436 4.998 -5.096  0.111
H10 -0.359 5.593 -2.247  0.102
H11 -1.999 5.977 -2.855  0.107
H12 -1.515 3.184 -3.438  0.105
H13 -2.791 3.952 -2.420  0.099
H14 0.079 3.169 -1.668  0.116
H15 -1.096 4.001 -0.539  0.117
H16 -2.377 1.639 -1.686  0.084
H17 -0.790 1.053 -1.236  0.116
H18 -1.681 2.552 1.019  0.114
H19 -3.114 1.679 0.519  0.086
H20 0.751 0.787 4.394  0.105
H21 0.584 -4.405 5.294  0.126
H22 2.042 -3.581 5.802  0.038
H23 3.026 -5.288 4.627  0.119
H24 1.576 -5.616 3.675  0.117
H25 3.529 -3.256 3.227  0.131
H26 2.342 -3.831 1.998  0.105
H27 4.636 -4.520 1.482  0.113
H28 4.804 -5.316 3.076  0.131
H29 3.467 -4.353 -0.199  0.069
H30 2.155 -5.210 -1.052  0.089
H31 3.783 -5.855 -1.178  0.096
H32 -0.008 -3.803 2.726  0.141
H33 -2.053 -0.657 -1.399  0.140
H34 -4.309 -0.086 -1.256  0.031
H35 -4.179 -0.038 0.569  0.117
H36 -6.014 -1.428 0.005  0.082
H37 -4.717 -2.476 0.594  0.101
H38 -5.042 -2.398 -1.197  0.093
Na1 -5.337 1.069 -1.330  0.803

***

Record 3
A structure of composition C26H38N2NiO2Sb. Source: OMol25; level of theory: ωB97M-V/def2-TZVPD.

The calculation puts the LUMO energy (alpha / beta) at 2.725 / 2.723 eV. Its expectation value of S² is 2.014. As for the molar mass: 591.055 g mol⁻¹. As for the spin multiplicity: 3. The energy is -82220.2330 eV. Its net charge is -1. Its HOMO energy (alpha / beta) is -2.401 / -3.064 eV.

Each line ends with the Löwdin charge.
Atoms and positions in Å:
Ni1 -0.782 2.180 0.609  0.191
O1 -2.287 2.099 -0.324  -0.203
C1 -3.334 1.382 -0.174  -0.438
C2 -4.482 1.526 -0.976  -0.025
C3 -5.622 0.718 -0.840  -0.111
C4 -5.655 -0.287 0.120  -0.134
C5 -4.549 -0.471 0.942  -0.092
C6 -3.426 0.361 0.798  -0.304
C7 -2.265 0.111 1.674  -0.071
N1 -1.382 1.023 1.907  -0.040
N2 -0.306 0.498 2.629  0.049
C8 0.704 1.230 2.276  -0.535
O2 0.697 2.235 1.548  -0.154
C9 2.091 0.861 2.737  -0.234
C10 2.222 -0.031 3.813  -0.036
C11 3.482 -0.465 4.240  -0.091
C12 4.632 -0.016 3.591  -0.114
C13 4.523 0.868 2.519  -0.082
C14 3.263 1.302 2.097  -0.088
H1 -4.469 2.302 -1.739  0.112
H2 -6.469 0.885 -1.495  0.084
H3 -6.529 -0.917 0.227  0.087
H4 -4.551 -1.246 1.699  0.113
H5 -2.171 -0.898 2.107  0.141
H6 1.324 -0.390 4.308  0.115
H7 3.553 -1.159 5.070  0.095
H8 5.609 -0.360 3.914  0.090
H9 5.407 1.218 1.996  0.104
H10 3.175 1.972 1.244  0.124
C15 0.504 -1.818 1.575  -0.123
C16 1.381 -1.274 0.437  -0.588
C17 1.939 -2.465 -0.367  -0.121
C18 2.557 -0.506 1.059  -0.136
Sb1 0.149 0.194 -0.732  1.758
C19 -1.594 -0.943 -1.540  -0.603
C20 -2.630 -1.007 -0.402  -0.137
C21 -1.247 -2.361 -1.997  -0.131
C22 -2.238 -0.179 -2.705  -0.109
C23 1.487 1.024 -2.314  -0.703
C24 2.304 2.144 -1.643  -0.135
C25 0.656 1.669 -3.433  -0.137
C26 2.437 -0.008 -2.923  -0.139
H11 1.093 -2.479 2.248  0.094
H12 -0.331 -2.420 1.168  0.067
H13 0.086 -0.983 2.180  0.013
H14 2.531 -3.130 0.298  0.084
H15 2.608 -2.149 -1.178  0.050
H16 1.148 -3.081 -0.812  0.050
H17 3.149 -1.165 1.731  0.125
H18 2.189 0.360 1.652  -0.061
H19 3.240 -0.138 0.271  0.101
H20 -2.234 -1.542 0.480  0.087
H21 -3.554 -1.529 -0.731  0.135
H22 -2.907 0.019 -0.076  -0.083
H23 -0.934 -2.973 -1.134  0.058
H24 -0.448 -2.337 -2.766  0.074
H25 -2.143 -2.861 -2.424  0.084
H26 -2.458 0.871 -2.414  0.071
H27 -3.189 -0.665 -3.013  0.095
H28 -1.587 -0.193 -3.591  0.057
H29 1.624 2.913 -1.216  0.077
H30 2.978 2.642 -2.374  0.087
H31 2.928 1.754 -0.818  0.051
H32 -0.076 2.391 -3.013  0.086
H33 0.132 0.904 -4.022  0.057
H34 1.315 2.211 -4.146  0.083
H35 3.151 -0.364 -2.161  0.058
H36 3.047 0.454 -3.729  0.080
H37 1.866 -0.860 -3.348  0.078
H38 -1.332 3.353 1.401  -0.002

***

Which value of net charge does entry 3 give?
-1

***

Among the records above, which one has the lowest net charge?
C26H38N2NiO2Sb